No. 1
70
Properties=species:S:1:pos:R:3:forces:R:3 method="wB97M-V/def2-TZVPD" total_charge=+2 e_lumo_ha="-0.2688 / -0.3126" homo_ev="-13.14 / -13.14" s_squared=2.0089 de_lowest_kj_mol=0.0 spin_multiplicity=3 max_force_ev_per_a=3.24 orbital_gap_ev="5.83 / 4.64"
C 2.737351 -2.924218 2.121810 1.0 -0.8 0.2
C 4.300801 -0.050697 0.074836 0.6 1.1 -0.4
C 0.949070 -1.468733 0.110768 -0.6 0.0 -0.6
H 4.160785 -4.434316 2.832788 -0.2 0.2 0.1
H -0.911704 -0.768923 -4.424839 0.0 0.3 0.2
H 2.098465 1.484661 2.533759 -0.3 -0.3 -0.1
C -0.047167 3.272023 -3.164523 -0.9 0.6 -0.3
H -0.430286 4.251673 -2.858709 0.1 -0.1 0.1
H -3.140098 1.962216 -3.014465 0.7 -0.2 0.2
H -1.875874 3.286854 -4.325780 0.3 -0.2 0.2
H 3.760741 -0.131593 3.517791 0.2 -0.4 0.0
H 5.267988 -2.320143 4.182522 -0.3 0.0 -0.1
H 0.804428 -0.793606 -0.751413 0.2 -0.3 0.5
C -4.634502 -2.824708 1.855581 1.8 -0.2 -0.4
C -3.403502 -2.961677 1.218664 -1.1 0.8 0.7
H -0.822752 2.001241 -4.798530 -0.1 -0.2 0.4
C -3.809878 0.856838 -0.221013 1.2 1.3 0.2
H 4.580452 3.245080 -0.339354 0.0 -0.1 -0.1
P 1.860037 -0.495693 1.319217 2.5 0.7 -0.2
C 4.396029 -2.301935 3.536688 -0.4 1.0 -0.2
C 3.811544 -3.407539 2.836285 -0.8 0.4 -0.6
H 0.448991 1.393134 1.813261 0.1 -0.1 0.3
C 5.073002 1.027953 -0.322846 -1.0 -0.4 0.5
C -0.682942 -0.514939 -3.378149 0.0 -0.5 0.1
C -2.080183 1.647486 -3.038296 -1.5 -0.9 -1.5
C -2.234198 2.362544 0.432058 -1.1 -1.1 -1.0
H -3.465245 4.157917 -0.026161 -0.1 0.0 -0.2
H -5.131656 -2.821800 4.055647 0.3 -0.3 -0.3
C 3.032220 1.827239 0.283965 0.9 0.3 0.1
N 2.648981 -1.547833 2.337888 -0.3 0.2 -0.4
H 1.120143 3.093567 -1.293485 -0.5 -0.2 -0.1
C 0.455891 2.533811 -1.971117 2.9 -0.5 -0.4
H 1.466136 -0.501938 -3.240126 -0.2 0.2 0.1
Mo -1.156751 1.440473 -1.271881 -2.1 -0.1 2.5
C -4.331972 2.145866 -0.473186 0.2 0.2 0.6
C 3.671835 -1.173101 3.223510 0.5 -0.5 0.2
C -1.830980 0.236351 -2.742759 -1.5 -0.5 -2.0
N 3.053115 0.429885 0.480308 -0.4 -0.7 -0.2
P -0.863459 -2.193100 2.203513 -1.4 -1.0 1.1
N -2.392952 -3.064852 2.185979 0.4 -0.3 0.2
H -2.711363 -0.372139 -2.504812 0.3 0.2 -0.1
H 6.089473 1.005425 -0.672867 0.1 -0.2 0.0
H 2.024228 -3.426509 1.481171 0.2 0.0 0.2
H 0.876172 0.366096 3.228666 -0.2 0.4 -0.2
H 4.517586 -1.106062 0.122152 0.1 0.0 0.1
H -0.586724 -1.498936 -2.893929 0.0 0.3 0.1
C -3.356413 3.084118 -0.091012 -0.1 -0.6 0.6
C -4.386737 -2.916306 3.267549 0.4 -0.1 0.1
C 4.282049 2.222155 -0.164215 -1.2 -1.0 0.3
Cl -1.686230 -0.327898 2.686827 0.4 -0.2 -0.1
H -3.170628 -3.045714 0.169236 0.0 0.2 0.0
H 1.648885 -2.253680 -0.237203 -0.1 0.6 0.3
H -2.466980 -3.263726 4.353934 -0.1 0.2 -0.2
C 0.762917 1.108305 -2.046613 2.2 1.6 0.5
C -1.200989 2.522190 -3.908412 -0.2 0.8 -1.0
H 2.140335 2.409320 0.514761 0.5 -0.2 0.0
H -4.345815 -0.085463 -0.240270 0.4 -0.1 -0.5
H -1.243875 -1.575689 -0.105328 0.5 -0.3 0.0
H -5.358253 2.348378 -0.775275 0.4 0.0 0.0
H -5.588463 -2.669798 1.381560 0.0 -0.2 -0.1
H 0.872783 0.821705 -4.188399 -0.2 0.0 0.4
H 0.780146 3.488564 -3.858842 -0.1 -0.3 0.2
C 1.246890 0.829393 2.307192 -0.8 0.0 0.8
C -3.046343 -3.118005 3.448703 -0.1 0.5 -0.4
H -1.475258 2.733066 1.127660 -0.3 -0.3 -0.1
N -2.528830 0.946154 0.271362 0.1 1.3 0.8
C 0.659556 0.246142 -3.276155 0.2 -0.7 -0.6
C -0.425320 -2.103898 0.423388 -0.8 0.0 -0.2
H -0.387351 -3.157816 0.085693 -0.2 0.4 0.1
H 1.612644 0.835152 -1.406699 -0.5 0.3 -0.1

***

No. 2
77
Properties=species:S:1:pos:R:3:forces:R:3 method="wB97M-V/def2-TZVPD" total_charge=0 e_lumo_ha=-0.0027 homo_ev=-6.83 de_lowest_kj_mol=74.4 max_force_ev_per_a=0.85 orbital_gap_ev=6.75
H 2.105613 -0.697357 2.944007 -0.1 0.1 -0.1
H 2.996915 0.051501 5.104535 0.0 0.0 0.0
C -1.391212 3.334281 -3.138689 0.2 -0.2 0.0
H 0.026885 -1.832456 0.516033 0.0 -0.2 0.0
C 5.029724 1.293489 -2.734085 0.0 -0.1 0.1
O 0.263513 -2.535273 -1.388079 0.0 0.1 -0.3
C 1.471448 -0.925037 6.255776 0.1 0.0 0.0
C 3.952419 3.512926 -2.669938 0.0 0.2 0.0
N -0.799674 0.754896 2.134341 0.1 -0.1 0.2
C 1.398306 2.236828 -2.572840 -0.2 0.2 0.1
F -0.955245 -4.947748 -0.631818 0.2 0.0 -0.1
H -5.397465 1.478706 -1.148113 0.0 0.0 0.1
C -2.697126 3.833174 -3.062376 -0.2 0.0 0.1
C -3.399449 1.893032 -1.844993 0.3 -0.2 0.0
H -0.930524 2.969180 3.773789 0.0 0.1 0.0
F 1.134628 -2.395329 -4.083552 0.0 0.0 0.2
H 4.916187 3.994941 -2.771939 0.0 0.0 0.1
C 1.073146 -3.579721 -3.432441 0.1 0.2 -0.1
F -2.352012 -3.232573 -2.001057 0.1 0.0 -0.1
C -1.028190 2.124232 -2.558476 0.0 0.2 0.0
H -1.539929 2.931514 5.415772 0.0 0.1 0.0
N -1.782188 0.156425 -1.375382 -0.4 0.1 0.1
C -1.622748 1.009787 4.437543 0.0 0.0 -0.1
Cd 0.388373 -0.470943 -1.984637 0.1 -0.8 0.4
H -0.143867 -2.029963 7.136249 0.0 0.0 0.0
C -1.700694 2.534836 4.413868 0.0 -0.2 0.1
C -2.081902 1.368028 -1.914596 -0.2 0.2 0.0
C 2.618348 1.453852 -2.605383 0.2 0.3 0.0
C 0.006339 -3.512426 -2.281237 -0.1 -0.5 -0.1
C -3.689281 3.148299 -2.414234 0.0 0.2 -0.2
C 2.806442 4.230823 -2.455577 0.3 0.0 0.0
N 0.215813 1.559054 -2.583385 0.1 0.4 -0.4
C 0.430335 -1.737521 3.811781 0.2 0.0 0.0
H -1.883343 -0.707811 3.142561 -0.1 0.1 0.0
H -2.409570 -1.475807 -0.314632 0.0 0.0 0.0
C 3.876402 2.106888 -2.693945 -0.2 -0.2 0.0
H -2.679763 2.872367 4.069193 0.0 0.0 0.0
F -1.430939 -2.153071 -3.625960 0.0 -0.1 0.1
S 1.148640 0.760653 0.412682 0.1 -0.1 0.2
H -1.055065 -2.769312 4.957303 0.0 0.0 0.0
H 0.686375 4.210920 -2.175929 0.0 0.0 -0.1
H -2.374684 0.618193 5.125851 0.0 0.0 0.0
F 1.185933 -5.049588 -0.894274 -0.1 0.0 -0.1
H -2.917704 4.785716 -3.527951 0.0 0.0 0.0
C 0.021530 0.010479 1.398704 0.0 0.0 0.0
H -0.644899 0.695670 4.806504 0.0 -0.1 0.1
H 2.862784 5.305817 -2.335328 0.0 0.0 0.0
C 2.100387 -0.553886 5.076141 0.0 0.0 0.0
F 2.295164 -3.805723 -2.933562 -0.1 0.0 0.0
C -4.376629 1.117501 -1.182177 0.1 -0.1 0.0
H 1.877144 -0.607765 7.207933 0.0 0.0 0.0
C -0.176298 -2.137634 4.998747 -0.1 0.0 0.0
C 0.025568 -4.891782 -1.541320 0.0 0.0 0.3
H 5.996353 1.770035 -2.846444 0.0 0.0 0.0
C 1.555595 3.609282 -2.392563 -0.1 -0.2 0.0
C 3.641431 -0.612583 -2.416527 -0.1 0.0 -0.1
O -0.522204 -3.375349 2.384375 0.1 0.0 0.1
C -1.852064 0.375750 3.064946 -0.1 0.0 0.1
H -0.650538 1.745267 2.018633 0.1 0.0 0.0
C -2.706605 -0.521772 -0.735310 0.2 0.0 0.0
C 0.337271 -1.724659 6.216150 0.0 0.0 0.0
H -2.810523 0.713156 2.657427 0.0 0.0 0.0
H -4.747188 -0.674766 -0.068731 0.0 0.0 0.0
F -0.128217 -5.942900 -2.365661 0.0 0.1 0.1
C 4.918959 -0.059030 -2.582143 0.1 0.1 0.0
C -0.118703 -2.246941 2.516466 -0.2 0.2 -0.2
N -0.119191 -1.372211 1.413924 0.1 0.0 0.3
C 1.587289 -0.963359 3.854685 -0.1 0.0 0.0
H -0.651172 3.889740 -3.695377 0.0 0.0 0.0
H 5.786478 -0.703385 -2.560262 0.0 0.0 0.0
F 0.835539 -4.511293 -4.359855 0.0 0.1 0.1
H -4.692104 3.548919 -2.337240 0.0 0.0 0.0
C -4.027814 -0.070441 -0.604079 -0.2 0.1 0.0
F -1.759552 -4.285992 -3.790005 0.1 0.0 0.1
C -1.401559 -3.322037 -2.938751 -0.1 0.2 0.0
N 2.542009 0.101981 -2.462920 0.4 0.2 -0.3
H 3.532523 -1.672676 -2.232151 -0.1 -0.1 0.0